1.
{"formula": "C5H11B", "method": "ωB97M-V/def2-TZVPD", "orbital_gap_ev": 9.15, "e_above_lowest_ev": 2.3034, "smiles": "C=CB(C)CC", "symbols": ["C", "C", "B", "C", "C", "C", "H", "H", "H", "H", "H", "H", "H", "H", "H", "H", "H"], "coordinates": [[-2.415, 0.945, 0.048], [-1.391, 0.195, 0.469], [-0.322, -0.473, -0.267], [-0.434, -1.912, -0.903], [1.468, -0.101, 0.172], [1.869, 1.356, 0.429], [-2.790, 1.710, 0.710], [-2.782, 0.852, -1.027], [-1.320, 0.236, 1.581], [-1.474, -2.130, -1.038], [0.080, -2.725, -0.329], [0.148, -1.870, -1.838], [2.029, -0.556, -0.534], [1.304, -0.519, 1.177], [1.170, 1.753, 1.150], [2.987, 1.385, 0.752], [1.872, 1.855, -0.553]]}


2.
{"formula": "C4H40N2O15", "method": "ωB97M-V/def2-TZVPD", "orbital_gap_ev": 8.37, "e_above_lowest_ev": 8.8764, "symbols": ["C", "N", "C", "C", "N", "C", "O", "H", "H", "H", "H", "H", "H", "H", "H", "H", "H", "H", "H", "H", "H", "O", "H", "H", "O", "H", "H", "O", "H", "H", "O", "H", "H", "O", "H", "H", "O", "H", "H", "O", "H", "H", "O", "H", "H", "O", "H", "H", "O", "H", "H", "O", "H", "H", "O", "H", "H", "O", "H", "H", "O"], "coordinates": [[-1.964, -2.907, -0.042], [-0.490, -2.958, 0.129], [-2.729, -1.519, 0.166], [-4.221, -1.526, 0.449], [-2.030, -0.710, 1.152], [-1.232, 0.400, 0.870], [-2.038, 1.576, 0.803], [-2.505, -3.686, 0.570], [-2.137, -3.238, -0.946], [-0.282, -3.164, 1.105], [-0.008, -2.117, -0.032], [-2.470, -0.976, -0.843], [-4.851, -1.095, -0.340], [-4.540, -2.632, 0.394], [-4.553, -1.100, 1.344], [-2.372, -0.731, 2.156], [-0.669, 0.454, -0.044], [-0.555, 0.615, 1.707], [-2.829, 1.603, 0.186], [1.993, -0.221, -3.450], [1.840, 1.358, -3.708], [1.427, 0.463, -3.801], [-0.317, -2.630, 3.807], [0.675, -2.495, 2.712], [-0.179, -2.268, 2.882], [-2.621, -2.027, -3.943], [-2.348, -2.546, -2.585], [-2.141, -2.476, -3.423], [-0.770, 2.726, -0.374], [0.278, 1.563, -0.626], [0.205, 2.608, -0.458], [4.983, 1.182, -0.365], [3.808, 1.794, 0.070], [4.140, 0.877, -0.206], [0.991, 0.303, -2.430], [2.017, 0.518, -1.336], [1.066, 0.237, -1.357], [-2.430, 1.187, 4.070], [-2.126, -0.221, 4.631], [-1.816, 0.323, 3.919], [1.376, -0.935, 2.115], [1.369, 0.437, 2.723], [1.969, -0.252, 2.466], [-2.423, 1.551, -4.623], [-0.950, 1.240, -3.872], [-1.923, 0.992, -3.899], [-0.261, 3.333, 1.158], [-0.562, 3.000, 2.530], [-0.495, 3.797, 1.968], [3.440, -1.947, -1.934], [3.399, -0.441, -1.511], [3.167, -1.081, -2.391], [2.133, -2.689, -1.022], [1.437, -3.892, -1.680], [2.209, -3.650, -1.379], [1.951, 3.087, -0.548], [2.683, 3.476, 0.655], [2.835, 3.174, -0.175], [1.919, 2.934, 1.913], [1.178, 3.660, 3.115], [2.025, 3.398, 2.753]]}


3.
{"formula": "C13H44N19O13P", "method": "ωB97M-V/def2-TZVPD", "orbital_gap_ev": 8.89, "smiles": "O=C1CC[C@@H](P(=O)(O)O)N1.NC(N)=O.NC(N)=O.NC(N)=O.NC(N)=O.NC(N)=O.NC(N)=O.NC(N)=O.NC(N)=O.NC(N)=O", "symbols": ["O", "C", "C", "C", "C", "P", "O", "O", "O", "N", "H", "H", "H", "H", "H", "H", "H", "H", "N", "C", "N", "O", "H", "H", "H", "H", "N", "C", "N", "O", "H", "H", "H", "H", "N", "C", "N", "O", "H", "H", "H", "H", "N", "C", "N", "O", "H", "H", "H", "H", "N", "C", "N", "O", "H", "H", "H", "H", "N", "C", "N", "O", "H", "H", "H", "H", "N", "C", "N", "O", "H", "H", "H", "H", "N", "C", "N", "O", "H", "H", "H", "H", "N", "C", "N", "O", "H", "H", "H", "H"], "coordinates": [[2.240, 7.663, 1.752], [1.904, 6.610, 1.333], [2.384, 5.311, 1.963], [1.914, 4.190, 1.028], [0.873, 4.912, 0.187], [-0.899, 4.502, 0.434], [-1.411, 3.852, -0.743], [-1.004, 3.416, 1.625], [-1.779, 5.788, 0.718], [1.059, 6.364, 0.269], [3.409, 5.315, 2.281], [1.776, 5.221, 2.868], [2.710, 3.758, 0.442], [1.507, 3.342, 1.557], [1.129, 4.607, -0.816], [-0.848, 3.790, 2.506], [-1.365, 6.400, 1.348], [1.307, 6.798, -0.605], [-2.203, 0.519, 1.501], [-3.239, -0.074, 0.855], [-4.074, 0.776, 0.191], [-3.407, -1.289, 0.868], [-2.044, 1.511, 1.502], [-1.569, -0.080, 1.997], [-4.852, 0.371, -0.295], [-3.943, 1.771, 0.164], [4.211, 5.852, -3.505], [3.699, 6.504, -2.435], [3.502, 7.852, -2.598], [3.428, 5.932, -1.386], [4.440, 6.298, -4.373], [4.363, 4.859, -3.420], [3.122, 8.362, -1.823], [3.713, 8.344, -3.446], [-2.055, -5.021, -2.325], [-2.512, -4.344, -1.222], [-2.748, -3.020, -1.416], [-2.693, -4.896, -0.147], [-1.907, -4.589, -3.218], [-1.873, -6.003, -2.221], [-3.086, -2.474, -0.631], [-2.598, -2.562, -2.295], [6.442, 1.535, -4.205], [5.162, 1.991, -4.088], [4.339, 1.232, -3.310], [4.779, 3.011, -4.644], [6.778, 0.702, -3.760], [7.071, 2.073, -4.773], [3.391, 1.541, -3.207], [4.631, 0.393, -2.845], [4.841, 8.700, 0.910], [6.056, 8.729, 1.531], [7.119, 9.043, 0.721], [6.194, 8.493, 2.717], [4.718, 8.890, -0.065], [4.035, 8.470, 1.473], [8.026, 9.072, 1.147], [7.032, 9.240, -0.257], [1.503, -6.030, -0.317], [2.366, -5.713, -1.324], [1.782, -5.089, -2.401], [3.556, -5.958, -1.283], [0.525, -5.829, -0.357], [1.876, -6.487, 0.500], [2.381, -4.840, -3.165], [0.803, -4.878, -2.454], [-1.323, -6.659, 3.933], [-0.462, -6.334, 2.927], [-1.040, -5.710, 1.867], [0.737, -6.590, 2.970], [-2.309, -6.455, 3.910], [-0.943, -7.125, 4.735], [-0.444, -5.460, 1.110], [-2.016, -5.489, 1.801], [-5.030, -8.407, 4.618], [-5.360, -7.198, 4.067], [-6.435, -7.214, 3.229], [-4.733, -6.178, 4.303], [-5.529, -9.255, 4.433], [-4.242, -8.429, 5.237], [-6.694, -6.346, 2.800], [-6.959, -8.040, 3.013], [-7.682, -5.823, -1.691], [-6.450, -5.940, -1.094], [-5.778, -4.763, -0.924], [-6.002, -7.016, -0.745], [-8.075, -4.951, -1.988], [-8.204, -6.667, -1.833], [-4.870, -4.806, -0.487], [-6.141, -3.873, -1.207]]}


4.
{"formula": "C24H38Cl14N2", "method": "ωB97M-V/def2-TZVPD", "orbital_gap_ev": 9.69, "e_above_lowest_ev": 1.9119, "smiles": "c1ccncc1.c1ccncc1.ClCCCl.ClCCCl.ClCCCl.ClCCCl.ClCCCl.ClCCCl.ClCCCl", "symbols": ["C", "C", "C", "N", "C", "C", "H", "H", "H", "H", "H", "C", "C", "C", "N", "C", "C", "H", "H", "H", "H", "H", "Cl", "C", "C", "Cl", "H", "H", "H", "H", "Cl", "C", "C", "Cl", "H", "H", "H", "H", "Cl", "C", "C", "Cl", "H", "H", "H", "H", "Cl", "C", "C", "Cl", "H", "H", "H", "H", "Cl", "C", "C", "Cl", "H", "H", "H", "H", "Cl", "C", "C", "Cl", "H", "H", "H", "H", "Cl", "C", "C", "Cl", "H", "H", "H", "H"], "coordinates": [[14.535, -3.411, -10.466], [15.832, -3.006, -10.509], [16.299, -2.089, -9.587], [15.503, -1.467, -8.688], [14.194, -1.884, -8.609], [13.670, -2.873, -9.418], [14.314, -4.197, -11.172], [16.541, -3.447, -11.193], [17.349, -1.836, -9.597], [13.639, -1.402, -7.818], [12.677, -3.264, -9.252], [23.156, 3.486, -1.179], [24.057, 2.926, -2.042], [23.568, 2.213, -3.156], [22.273, 2.032, -3.479], [21.379, 2.593, -2.663], [21.765, 3.248, -1.462], [23.417, 3.935, -0.232], [25.125, 2.875, -1.892], [24.268, 1.677, -3.780], [20.347, 2.535, -2.975], [21.025, 3.563, -0.741], [18.114, 4.135, -7.877], [19.331, 4.529, -9.169], [20.369, 5.558, -8.712], [21.475, 5.124, -7.332], [18.786, 4.689, -10.099], [19.838, 3.598, -9.423], [19.803, 6.486, -8.627], [21.090, 5.675, -9.521], [18.666, 0.611, -9.119], [18.448, 0.135, -7.437], [19.103, 1.042, -6.452], [18.922, 0.684, -4.724], [18.897, -0.853, -7.330], [17.416, 0.039, -7.099], [18.848, 2.093, -6.583], [20.182, 1.006, -6.598], [16.263, 1.728, -12.020], [15.693, 1.875, -10.340], [14.477, 2.802, -10.008], [14.414, 2.785, -8.281], [16.567, 2.324, -9.869], [15.543, 0.886, -9.906], [13.551, 2.289, -10.268], [14.698, 3.782, -10.429], [16.655, 3.976, -2.227], [15.852, 4.478, -3.807], [16.161, 3.426, -4.862], [15.609, 1.859, -4.375], [16.256, 5.468, -4.020], [14.777, 4.610, -3.687], [17.188, 3.334, -5.216], [15.658, 3.703, -5.788], [25.601, -0.077, -7.696], [24.862, 1.481, -8.093], [23.932, 1.926, -7.037], [22.742, 0.628, -6.666], [24.408, 1.375, -9.078], [25.703, 2.158, -8.240], [23.371, 2.824, -7.295], [24.570, 2.076, -6.166], [15.375, -2.126, -5.537], [15.896, -1.777, -3.841], [14.802, -1.446, -2.818], [13.585, -2.662, -3.029], [16.573, -0.931, -3.957], [16.573, -2.589, -3.578], [14.412, -0.463, -3.081], [15.106, -1.565, -1.778], [22.049, -4.308, -6.438], [21.872, -2.814, -7.414], [21.132, -2.963, -8.814], [19.448, -3.553, -8.625], [22.828, -2.294, -7.469], [21.249, -2.161, -6.803], [21.731, -3.705, -9.342], [21.062, -1.980, -9.280]]}